Record 1
Density functional theory data (ωB97M-V/def2-TZVPD) for a cluster of 2 separate species, C5H7NO in total at a distorted geometry.

CARTESIAN COORDINATES (ANGSTROEM)
N 1.6797 1.9669 -0.1168
C 0.9481 0.8312 -0.6376
C 1.8514 0.6900 0.5399
C -1.7727 -0.7193 1.3005
H 1.0471 2.5602 0.4124
C -0.5491 -0.2519 1.3000
H -2.2611 0.0188 -1.0974
O -1.5041 -0.3272 -1.5663
H -1.9950 -1.7454 1.0113
H -0.8278 0.3279 -1.3853
H -2.6016 -0.0654 1.5564
C 0.5082 0.2538 0.7374
H 1.2989 0.4155 -1.5904
H 2.7444 0.0976 0.5088

Cartesian forces (eV/Å) of the 2 atoms listed first:
0.1 0.4 0.1
0.2 -0.4 0.0

Output
total charge: 0
HOMO-LUMO gap: 9.8035 eV
HOMO energy: -0.3404 Eh
structure (SMILES): C=C=C1[C@H]2N[C@@H]12.O
relative energy (zero: lowest compared OMol25 entry of this formula, charge and spin): 554.8 kJ/mol
multiplicity: 1

---

Record 2
Density functional theory data (ωB97M-V/def2-TZVPD) for a cluster of 2 separate species, C5H7NO in total at a distorted geometry.

CARTESIAN COORDINATES (ANGSTROEM)
C 2.6262 -0.9808 -1.0160
H 2.1979 1.1601 1.4115
H -1.9159 1.7444 -0.1496
C -1.7664 0.7349 -0.5523
O 2.7576 -2.0115 -0.5504
N 1.5613 0.4154 1.1226
C -0.4798 -1.2916 0.1312
H -2.6960 0.1761 -0.4009
H 0.3715 -1.7650 0.6120
H 0.2866 1.9796 0.6149
H -1.2150 -1.9329 -0.3520
C -0.5985 0.0387 0.1012
H -1.6064 0.8357 -1.6334
C 0.4769 0.8968 0.6613

Cartesian forces (eV/Å) of the 2 atoms listed first:
0.3 -1.5 0.5
-0.2 -0.1 0.0

Output
total charge: 0
HOMO-LUMO gap: 9.9820 eV
HOMO energy: -0.3486 Eh
relative energy (zero: lowest compared OMol25 entry of this formula, charge and spin): 154.2 kJ/mol
multiplicity: 1

---

Record 3
Density functional theory data (ωB97M-V/def2-TZVPD) for the molecule C5H7NO at a distorted geometry.

CARTESIAN COORDINATES (ANGSTROEM)
H -1.9879 -1.5921 -0.8029
H 0.5223 -0.2484 1.9343
C -0.2376 -0.0258 -1.2697
C 0.6593 1.2537 0.9094
H 0.6368 -1.9483 -0.4679
C -1.2915 -0.8724 -0.5440
H -1.7106 0.0253 0.1428
C 0.2274 -0.9005 -0.3101
C 0.7273 -0.2306 0.8492
H 0.6303 1.6800 2.0401
N 0.0866 2.0885 0.0668
H 1.8135 -0.4337 0.6962
O -0.2313 1.4972 -1.0567
H 0.1554 -0.2929 -2.1876

Cartesian forces (eV/Å) of the 2 atoms listed first:
-0.7 -1.4 -1.1
-0.5 -2.4 -0.5

Output
total charge: 0
HOMO-LUMO gap: 9.9458 eV
HOMO energy: -0.3337 Eh
structure (SMILES): C1=NO[C@@H]2C[C@@H]2C1
relative energy (zero: lowest compared OMol25 entry of this formula, charge and spin): 579.4 kJ/mol
multiplicity: 1

---

Record 4
Density functional theory data (ωB97M-V/def2-TZVPD) for the molecule C5H7NO.

CARTESIAN COORDINATES (ANGSTROEM)
H 0.1242 2.1578 0.5229
H -2.3496 -0.2093 1.0882
C 1.2606 0.3549 -0.4194
N -0.8538 0.3838 -0.3407
O 2.3966 -0.1458 0.1937
C 0.1188 -0.6218 -0.8245
H 0.0073 -1.0704 -1.8122
H 2.0821 -0.8115 0.8249
H 0.2029 0.6330 1.4667
H -2.4744 -0.9505 -0.5690
H 1.5660 0.9807 -1.2631
C -0.4634 -1.1718 0.4412
C -1.8112 -0.5996 0.2193
C 0.1940 1.0705 0.4720

Cartesian forces (eV/Å) of the 2 atoms listed first:
0.1 0.0 -0.4
0.0 -0.5 0.0

Output
total charge: 0
HOMO-LUMO gap: 8.5760 eV
HOMO energy: -0.2851 Eh
relative energy (zero: lowest compared OMol25 entry of this formula, charge and spin): 590.4 kJ/mol
multiplicity: 1

---

Record 5
Density functional theory data (ωB97M-V/def2-TZVPD) for the molecule C5H7NO at a distorted geometry.

CARTESIAN COORDINATES (ANGSTROEM)
C 0.4043 -0.1487 0.7763
C 0.1288 -0.1768 -0.5321
C 0.4931 0.9279 -1.3848
H -2.1648 -0.5350 -0.0412
H -0.6070 -1.3601 -2.2020
H 0.4012 1.0753 2.5117
C -0.7514 -1.2581 -1.1245
O -2.1013 -0.8874 -0.9363
H 1.9982 0.9157 1.7730
H 0.7633 1.9494 1.0184
H 0.2049 -1.0598 1.3405
H -0.5332 -2.2256 -0.6491
C 0.9292 1.0137 1.5552
N 0.8348 1.7695 -2.1050

Cartesian forces (eV/Å) of the 2 atoms listed first:
0.1 -0.1 0.0
0.0 0.1 0.1

Output
total charge: 0
HOMO-LUMO gap: 10.5980 eV
HOMO energy: -0.3733 Eh
structure (SMILES): C/C=C(\C#N)CO
relative energy (zero: lowest compared OMol25 entry of this formula, charge and spin): 125.7 kJ/mol
multiplicity: 1

---

Record 6
Density functional theory data (ωB97M-V/def2-TZVPD) for the molecule C5H7NO.

CARTESIAN COORDINATES (ANGSTROEM)
C -0.7536 -1.1821 -0.1971
H -0.8290 2.0367 0.6929
H -2.1218 0.0035 0.9535
H 1.7382 -0.0945 1.1658
C 0.5724 -1.2931 -0.1776
H -2.1190 0.3636 -0.7691
C 0.7772 1.1884 -0.1593
O 1.3154 2.1862 -0.5956
C -1.4628 0.1100 0.0821
H -1.3821 -2.0381 -0.4283
H 1.0417 -2.2550 -0.3623
C 1.4801 -0.1224 0.0951
N -0.5075 1.1669 0.3336
H 2.4162 -0.1569 -0.4626

Cartesian forces (eV/Å) of the 2 atoms listed first:
0.2 -0.1 0.0
-0.5 0.7 -0.3

Output
total charge: 0
HOMO-LUMO gap: 10.1408 eV
HOMO energy: -0.3415 Eh
structure (SMILES): O=C1CC=CCN1
relative energy (zero: lowest compared OMol25 entry of this formula, charge and spin): 43.6 kJ/mol
multiplicity: 1

---

Record 7
Density functional theory data (ωB97M-V/def2-TZVPD) for a structure of composition C5H7NO.

CARTESIAN COORDINATES (ANGSTROEM)
O -1.0038 0.9540 0.1111
H 1.9021 -0.1539 0.7259
C 1.3813 -1.1116 0.5109
H -0.6195 -1.7608 1.0100
C -0.0632 -0.8645 0.7219
H 0.0592 -0.1008 -2.7101
H 0.6969 1.1772 -1.6557
C 0.4500 0.1136 -1.7129
C -0.5751 0.4273 1.3086
H -0.9953 1.8475 2.4678
C -0.5720 -0.2221 -0.6234
H -1.4439 -0.7465 -1.0212
H 1.3698 -0.4718 -1.5976
N -0.5865 0.9126 2.4647

Cartesian forces (eV/Å) of the 2 atoms listed first:
0.0 0.1 0.1
0.0 -0.1 0.0

Output
total charge: 0
HOMO-LUMO gap: 8.3539 eV
HOMO energy: -0.3367 Eh
relative energy (zero: lowest compared OMol25 entry of this formula, charge and spin): 499.3 kJ/mol
multiplicity: 1

---

Record 8
Density functional theory data (ωB97M-V/def2-TZVPD) for a structure of composition C5H7NO.

CARTESIAN COORDINATES (ANGSTROEM)
H 2.2512 -0.5607 0.7198
C -0.3223 -0.4872 0.7186
C 1.2427 0.4837 -0.5597
C -1.7294 -0.2542 0.2020
H -0.1218 1.8661 0.8409
C 0.1555 -0.5665 -0.7605
H 0.1150 -1.4261 -1.4361
H -2.3958 0.3727 0.8022
H -2.2821 -1.0985 -0.2275
H 1.4850 1.1036 -1.4252
H 0.0385 -1.0117 1.6099
C 0.0484 0.9452 0.2785
O 2.4395 0.1198 0.0610
N -0.9245 0.5138 -0.8237

Cartesian forces (eV/Å) of the 2 atoms listed first:
0.1 0.1 0.0
0.0 -0.3 0.3

Output
total charge: 0
HOMO-LUMO gap: 10.2762 eV
HOMO energy: -0.3457 Eh
relative energy (zero: lowest compared OMol25 entry of this formula, charge and spin): 406.9 kJ/mol
multiplicity: 1

---

Record 9
Density functional theory data (ωB97M-V/def2-TZVPD) for the molecule C5H7NO.

CARTESIAN COORDINATES (ANGSTROEM)
H 1.9502 0.5205 0.5656
N -2.4937 0.2659 0.3936
C 1.0802 -1.1709 -0.5353
H -0.4554 -0.7391 -1.6103
H 0.0205 0.7645 2.2823
C -0.0944 0.3650 1.2819
O -0.1273 -1.5270 -1.1552
H 1.8868 -1.0442 -1.2757
H 0.1064 2.2064 -0.2325
C -0.0512 1.1461 -0.0729
H -2.9039 0.6611 -0.4522
C -1.2469 0.4464 0.4170
C 0.9771 0.1146 0.2802
H 1.3516 -2.0092 0.1134

Cartesian forces (eV/Å) of the 2 atoms listed first:
-0.2 0.0 -0.1
0.3 0.1 -0.1

Output
total charge: 0
HOMO-LUMO gap: 10.3244 eV
HOMO energy: -0.3467 Eh
structure (SMILES): [H]/N=C1\[C@@H]2[C@H](CO)[C@H]12
relative energy (zero: lowest compared OMol25 entry of this formula, charge and spin): 309.4 kJ/mol
multiplicity: 1

---

Record 10
Density functional theory data (ωB97M-V/def2-TZVPD) for the molecule C5H7NO.

CARTESIAN COORDINATES (ANGSTROEM)
H 1.3990 -1.4286 0.2162
N 1.0835 -0.4678 0.1393
C -0.2635 0.5690 -1.4843
C -1.0828 0.2251 -0.4998
H 1.8797 0.8758 -1.2879
H -0.5275 1.1645 -2.3494
O -0.6966 -1.3381 1.5042
C -0.5977 0.0408 1.9607
H 1.4171 -0.6968 -1.9612
H -2.1278 0.4836 -0.3642
C 1.1396 0.0678 -1.2222
H 0.2285 0.3875 2.5794
H -1.5742 0.4720 2.1693
C -0.2773 -0.3547 0.5999

Cartesian forces (eV/Å) of the 2 atoms listed first:
-0.1 0.2 0.0
-0.1 -0.1 0.0

Output
total charge: 0
HOMO-LUMO gap: 9.7414 eV
HOMO energy: -0.3196 Eh
structure (SMILES): C1=C[C@]2(CO2)NC1
relative energy (zero: lowest compared OMol25 entry of this formula, charge and spin): 210.7 kJ/mol
multiplicity: 1